Entry from the OMol25 dataset: a 6-piece molecular cluster, C25H65N3O11 overall at a distorted geometry (the ωB97M-V functional and the def2-TZVPD basis).

The total energy is -53964.5909 eV. The multiplicity is 1. The SMILES is COCCNCCOC.COCCNCCOC.COCCNCCOC.CC(C)O.OCCO.OCCO. For the energy above the lowest of the compared OMol25 structures with the same formula, charge and spin, the calculation gives 230.1 kJ/mol. Its HOMO-LUMO gap is 8.84 eV. Its total charge is 0. The value obtained for the LUMO energy is 0.183 eV.

The geometry in XYZ format:
```
104
C25H65N3O11 | the OMol25 dataset | the ωB97M-V functional and the def2-TZVPD basis
C -11.97 -18.42 -3.28
O -12.90 -18.81 -4.27
C -13.62 -19.95 -3.86
C -14.61 -20.38 -4.98
N -13.93 -20.97 -6.15
C -13.21 -20.06 -7.06
C -14.23 -19.35 -7.96
O -15.04 -20.25 -8.72
C -16.26 -19.65 -9.09
H -12.49 -18.20 -2.35
H -11.46 -17.53 -3.66
H -11.25 -19.23 -3.14
H -14.10 -19.72 -2.90
H -12.96 -20.81 -3.73
H -15.23 -19.50 -5.22
H -15.21 -21.26 -4.74
H -14.65 -21.40 -6.71
H -12.41 -20.59 -7.58
H -12.71 -19.24 -6.55
H -13.70 -18.72 -8.69
H -14.66 -18.56 -7.34
H -17.02 -19.64 -8.31
H -16.66 -20.15 -9.97
H -16.09 -18.62 -9.41
C -21.85 -23.91 -6.94
O -21.32 -23.50 -8.18
C -21.98 -22.36 -8.69
C -21.46 -22.09 -10.10
N -22.38 -21.20 -10.84
C -22.05 -21.15 -12.26
C -23.11 -20.31 -12.96
O -23.38 -19.05 -12.38
C -22.34 -18.10 -12.59
H -21.22 -23.68 -6.08
H -22.03 -24.98 -6.85
H -22.83 -23.49 -6.70
H -21.78 -21.49 -8.06
H -23.07 -22.42 -8.76
H -21.31 -23.01 -10.67
H -20.48 -21.60 -10.06
H -22.47 -20.26 -10.47
H -22.14 -22.10 -12.81
H -21.01 -20.85 -12.45
H -24.00 -20.94 -13.02
H -22.77 -20.21 -14.00
H -22.12 -18.10 -13.67
H -21.49 -18.37 -11.97
H -22.75 -17.11 -12.39
C -20.58 -14.64 -14.30
O -20.56 -15.34 -15.53
C -21.63 -14.99 -16.37
C -21.29 -14.10 -17.57
N -21.88 -14.65 -18.79
C -21.77 -13.67 -19.89
C -22.52 -14.00 -21.19
O -21.72 -14.74 -22.13
C -21.23 -15.94 -21.58
H -21.55 -14.75 -13.79
H -20.35 -13.60 -14.54
H -19.87 -15.00 -13.55
H -22.46 -14.53 -15.82
H -22.08 -15.96 -16.64
H -20.19 -14.10 -17.62
H -21.42 -13.02 -17.43
H -21.30 -15.44 -19.03
H -20.70 -13.46 -20.08
H -22.08 -12.70 -19.50
H -22.90 -13.11 -21.67
H -23.38 -14.61 -20.89
H -20.44 -15.83 -20.83
H -20.66 -16.43 -22.39
H -22.03 -16.67 -21.44
C -19.29 -12.22 -8.98
C -18.80 -13.08 -7.82
C -19.03 -12.36 -6.48
O -19.38 -14.39 -7.88
H -20.37 -12.16 -8.84
H -19.08 -12.65 -9.96
H -18.84 -11.23 -8.92
H -17.71 -13.24 -7.83
H -18.22 -12.48 -5.77
H -19.98 -12.72 -6.09
H -19.19 -11.30 -6.70
H -19.61 -14.64 -6.98
O -23.20 -14.07 -10.05
C -22.63 -13.48 -11.22
C -23.77 -13.18 -12.21
O -24.84 -12.58 -11.52
H -22.42 -14.52 -9.69
H -21.97 -12.63 -10.99
H -22.04 -14.31 -11.62
H -24.12 -14.08 -12.73
H -23.47 -12.46 -12.97
H -25.02 -13.06 -10.70
O -20.57 -15.73 -9.87
C -19.63 -16.59 -10.51
C -18.20 -16.04 -10.62
O -17.43 -15.96 -9.44
H -20.11 -15.36 -9.08
H -19.66 -17.47 -9.86
H -19.99 -16.89 -11.49
H -18.22 -15.09 -11.17
H -17.57 -16.68 -11.25
H -17.88 -15.43 -8.77
```

Mulliken population analysis, charges in e, atoms 1 to 4: atom 1 (C): -0.7372, atom 2 (O): -0.2415, atom 3 (C): -0.6836, atom 4 (C): -0.5682

---

Entry from the OMol25 dataset: C25H67AgNO23P3 as an isolated structure at a distorted geometry (the ωB97M-V functional and the def2-TZVPD basis).

The total energy is -107456.8825 eV. The multiplicity is 2. Its HOMO-LUMO gap (spin up / spin down) is 4.18 / 8.24 eV. Its total charge is -1. The value obtained for the LUMO energy (spin up / spin down) is 2.209 / 2.199 eV.

The geometry in XYZ format:
```
120
C25H67AgNO23P3 | the OMol25 dataset | the ωB97M-V functional and the def2-TZVPD basis
Ag -2.20 0.89 2.13
N 0.20 0.27 0.36
O -0.90 0.02 -0.18
O 1.28 0.02 -0.22
O 0.13 0.58 1.54
C 3.88 2.76 7.02
O 3.94 3.62 5.87
P 2.95 3.46 4.58
O 2.76 4.69 3.75
O 3.54 2.17 3.78
C 3.75 2.21 2.41
O 1.58 2.93 5.26
C 0.50 2.38 4.48
H 4.08 3.39 7.88
H 4.68 2.02 6.94
H 2.93 2.25 7.14
H 4.68 1.67 2.21
H 3.94 3.24 2.14
H 2.89 1.89 1.82
H 0.57 2.66 3.43
H -0.44 2.89 4.69
H 0.28 1.32 4.65
C -3.34 -3.97 2.69
O -4.00 -3.61 1.47
P -4.49 -2.06 1.27
O -3.49 -1.00 1.73
O -4.81 -1.98 -0.30
C -3.78 -1.70 -1.24
O -5.95 -1.95 1.97
C -6.67 -0.80 2.14
H -2.43 -4.53 2.46
H -4.01 -4.56 3.31
H -2.99 -3.13 3.29
H -3.77 -0.63 -1.46
H -3.91 -2.28 -2.15
H -2.81 -1.93 -0.82
H -6.14 0.13 1.95
H -7.05 -0.80 3.16
H -7.53 -0.87 1.48
C 2.60 -0.97 3.29
O 3.01 -2.04 4.15
P 3.29 -1.52 5.66
O 2.11 -0.84 6.31
O 3.79 -2.85 6.48
C 2.88 -3.76 6.98
O 4.65 -0.73 5.54
C 5.87 -1.37 5.07
H 2.28 -0.08 3.81
H 1.72 -1.21 2.69
H 3.37 -0.78 2.54
H 3.26 -4.21 7.90
H 2.77 -4.57 6.26
H 1.90 -3.34 7.20
H 6.60 -0.69 4.63
H 5.73 -2.14 4.31
H 6.42 -1.82 5.89
C -0.26 -3.53 0.08
O 0.21 -4.78 -0.38
C 1.53 -5.06 -0.01
C 1.95 -6.56 -0.38
O 2.40 -6.82 -1.70
C 1.53 -6.22 -2.73
H -1.33 -3.59 -0.14
H 0.28 -2.68 -0.35
H -0.28 -3.41 1.16
H 1.78 -4.90 1.03
H 2.17 -4.42 -0.62
H 1.03 -7.14 -0.26
H 2.71 -6.95 0.29
H 1.62 -5.14 -2.85
H 0.51 -6.45 -2.43
H 1.61 -6.63 -3.74
C -0.68 -1.31 -3.26
O -0.63 -1.43 -4.63
C -0.86 -0.20 -5.26
C -1.02 -0.34 -6.79
O 0.19 -0.53 -7.42
C 0.10 -0.73 -8.88
H -1.66 -1.00 -2.88
H -0.02 -0.52 -2.91
H -0.37 -2.29 -2.89
H -0.04 0.48 -5.03
H -1.74 0.31 -4.87
H -1.57 0.53 -7.16
H -1.63 -1.21 -7.03
H 1.04 -0.54 -9.41
H -0.60 -0.09 -9.41
H -0.23 -1.71 -9.23
C -6.46 5.92 -2.24
O -5.35 5.01 -2.04
C -5.00 4.27 -3.18
C -3.73 3.49 -2.97
O -3.97 2.71 -1.80
C -2.78 2.08 -1.41
H -6.60 6.43 -1.29
H -7.36 5.41 -2.59
H -6.21 6.66 -3.00
H -4.86 4.97 -4.01
H -5.85 3.66 -3.46
H -3.00 4.29 -2.87
H -3.51 2.92 -3.87
H -2.43 1.33 -2.13
H -3.05 1.51 -0.53
H -1.89 2.68 -1.21
C 2.30 1.65 -4.08
O 1.31 2.61 -3.69
C 1.09 2.83 -2.34
C 2.38 3.12 -1.56
O 3.19 4.13 -2.30
C 2.67 5.42 -2.41
H 3.30 2.07 -4.00
H 2.14 1.49 -5.15
H 2.13 0.76 -3.47
H 0.67 1.89 -1.98
H 0.41 3.67 -2.30
H 2.81 2.14 -1.36
H 2.20 3.58 -0.59
H 2.36 5.93 -1.49
H 1.81 5.43 -3.09
H 3.43 6.08 -2.83
```

Mulliken population analysis, charges in e, atoms 1 to 4: atom 1 (Ag): -0.5747, atom 2 (N): 0.8813, atom 3 (O): -0.2551, atom 4 (O): -0.6998

---

Entry from the OMol25 dataset: a 9-piece molecular cluster, C25H67NO9 overall at a distorted geometry (the ωB97M-V functional and the def2-TZVPD basis).

The total energy is -46924.6489 eV. The multiplicity is 1. The SMILES is CC1(C)CCCC(C)(C)N1O.CCO.CCO.CCO.CCO.CCO.CCO.CCO.CCO. For the energy above the lowest of the compared OMol25 structures with the same formula, charge and spin, the calculation gives 284.2 kJ/mol. Its HOMO-LUMO gap is 8.52 eV. Its total charge is 0. The value obtained for the LUMO energy is 0.307 eV.

The geometry in XYZ format:
```
102
C25H67NO9 | the OMol25 dataset | the ωB97M-V functional and the def2-TZVPD basis
C -3.48 3.94 -1.90
C -3.35 2.38 -1.79
C -3.05 1.73 -3.19
C -2.07 2.03 -0.97
C -2.22 2.24 0.49
C -3.41 1.46 1.10
C -4.76 1.68 0.33
C -5.77 0.59 0.76
C -5.27 3.06 0.87
N -4.52 1.66 -1.16
O -5.66 1.91 -1.81
H -2.67 4.16 -2.60
H -4.42 4.27 -2.35
H -3.22 4.50 -1.01
H -2.87 0.65 -3.19
H -3.92 1.86 -3.84
H -2.22 2.18 -3.73
H -1.60 1.10 -1.28
H -1.34 2.80 -1.20
H -1.30 2.04 1.04
H -2.31 3.30 0.72
H -3.42 1.90 2.10
H -3.14 0.41 1.19
H -5.60 0.15 1.74
H -5.74 -0.27 0.10
H -6.79 0.98 0.66
H -5.58 3.03 1.91
H -6.13 3.45 0.33
H -4.51 3.82 0.69
H -6.06 1.05 -1.98
C 5.24 1.66 1.62
C 4.60 2.94 1.15
O 5.00 3.21 -0.13
H 5.04 0.86 0.91
H 4.80 1.33 2.56
H 6.31 1.65 1.82
H 4.89 3.78 1.78
H 3.53 2.72 1.23
H 4.48 2.70 -0.75
C 3.47 -4.11 -0.23
C 4.79 -3.39 -0.22
O 4.65 -2.13 0.50
H 3.28 -4.74 -1.10
H 2.62 -3.43 -0.18
H 3.33 -4.58 0.75
H 5.10 -3.16 -1.24
H 5.60 -3.98 0.22
H 5.44 -2.09 1.04
C 0.87 0.41 -4.12
C 1.09 -1.02 -3.74
O 2.37 -1.19 -3.08
H 0.01 0.50 -4.79
H 1.70 0.75 -4.74
H 0.73 1.15 -3.33
H 1.19 -1.58 -4.67
H 0.31 -1.37 -3.07
H 2.35 -0.70 -2.26
C 1.03 0.59 0.94
C 1.55 -0.83 0.53
O 2.67 -0.57 -0.38
H 1.65 1.09 1.69
H 0.03 0.54 1.38
H 0.89 1.22 0.06
H 0.92 -1.51 -0.04
H 1.92 -1.38 1.39
H 3.40 -1.14 -0.15
C -2.09 -2.62 -0.77
C -3.53 -2.17 -0.92
O -4.22 -3.29 -1.44
H -1.56 -2.61 -1.72
H -1.97 -3.62 -0.34
H -1.44 -2.02 -0.14
H -3.52 -1.32 -1.60
H -3.98 -1.90 0.04
H -5.14 -3.32 -1.16
C 4.91 2.01 -3.92
C 4.66 1.18 -2.71
O 3.56 1.72 -2.04
H 5.05 3.06 -3.68
H 4.01 1.90 -4.52
H 5.73 1.44 -4.37
H 5.55 1.18 -2.09
H 4.36 0.16 -2.98
H 3.26 1.01 -1.48
C 0.34 -3.79 2.42
C 0.55 -5.19 3.06
O -0.69 -5.70 3.44
H -0.42 -3.81 1.64
H 1.31 -3.45 2.05
H 0.11 -3.02 3.15
H 1.25 -5.15 3.90
H 0.98 -5.80 2.27
H -1.09 -5.17 4.14
C -1.03 0.10 4.19
C -0.44 0.47 5.54
O -0.79 -0.43 6.52
H -0.96 0.95 3.51
H -2.09 -0.12 4.25
H -0.53 -0.80 3.81
H -0.80 1.49 5.70
H 0.64 0.52 5.49
H -0.42 -0.17 7.36
```

Mulliken population analysis, charges in e, atoms 1 to 4: atom 1 (C): -1.6907, atom 2 (C): 1.3873, atom 3 (C): -1.8942, atom 4 (C): -0.7416

---

Entry from the OMol25 dataset: C25H68BaF3N4O15S as an isolated structure at a distorted geometry (the ωB97M-V functional and the def2-TZVPD basis).

The total energy is -83376.4561 eV. The multiplicity is 2. Its HOMO-LUMO gap (spin up / spin down) is 4.09 / 9.17 eV. Its total charge is 0. The value obtained for the LUMO energy (spin up / spin down) is -0.005 / 0.010 eV.

The geometry in XYZ format:
```
117
C25H68BaF3N4O15S | the OMol25 dataset | the ωB97M-V functional and the def2-TZVPD basis
Ba -3.16 3.55 3.15
C -0.52 0.98 -0.70
F -1.03 -0.22 -0.57
F 0.66 0.79 -1.29
F -1.31 1.70 -1.42
S -0.19 1.85 1.01
O -1.55 2.05 1.56
O 0.61 0.96 1.84
O 0.49 3.14 0.71
C 0.68 -3.19 -1.82
C 2.09 -2.45 -1.76
O 2.74 -2.52 -3.04
O 0.95 -4.50 -1.93
H 0.02 -2.81 -2.60
H 0.04 -3.07 -0.95
H 2.70 -2.76 -0.91
H 1.87 -1.41 -1.52
H 3.53 -2.00 -2.86
H 1.64 -4.56 -2.59
C 3.10 2.31 3.99
C 2.97 3.59 3.21
O 1.62 3.90 2.93
O 3.09 1.09 3.25
H 2.38 2.25 4.81
H 4.03 2.38 4.56
H 3.63 3.65 2.35
H 3.26 4.43 3.85
H 1.39 3.50 2.09
H 2.17 0.98 2.99
C -3.93 -0.19 3.94
C -4.34 -0.05 2.44
O -4.98 1.20 2.14
O -2.85 0.77 4.08
H -3.63 -1.19 4.24
H -4.81 -0.06 4.58
H -5.01 -0.80 2.02
H -3.48 -0.23 1.80
H -5.72 0.98 1.57
H -2.08 0.22 3.91
C -1.29 6.65 2.03
C -0.23 6.46 0.93
O -0.66 5.52 -0.03
O -1.31 5.67 3.03
H -2.24 6.70 1.49
H -1.17 7.62 2.52
H 0.66 5.96 1.31
H 0.08 7.43 0.55
H -0.25 4.69 0.21
H -0.47 5.72 3.48
C -2.80 -5.27 0.34
C -4.26 -4.86 0.71
C -5.09 -4.55 -0.52
O -4.56 -3.43 -1.28
C -3.94 -2.35 -0.53
N -4.86 -5.98 1.41
H -2.31 -4.81 -0.52
H -2.77 -6.31 0.01
H -2.11 -5.35 1.19
H -4.14 -4.03 1.41
H -6.09 -4.27 -0.18
H -5.12 -5.46 -1.12
H -3.01 -2.60 -0.01
H -4.61 -2.04 0.27
H -3.63 -1.51 -1.15
H -5.86 -6.03 1.54
H -4.63 -6.81 0.87
C -1.14 -2.32 2.45
C -0.19 -2.00 3.62
C 1.29 -2.22 3.21
O 2.07 -1.80 4.31
C 3.48 -2.13 4.34
N -0.47 -0.64 4.01
H -2.20 -2.28 2.72
H -1.05 -3.33 2.04
H -0.81 -1.81 1.55
H -0.46 -2.64 4.46
H 1.63 -1.60 2.38
H 1.49 -3.26 2.95
H 3.83 -1.82 5.32
H 4.08 -1.66 3.57
H 3.61 -3.20 4.13
H 0.17 -0.60 4.79
H -0.21 0.17 3.46
C 0.15 0.33 -4.79
C -0.57 -0.86 -5.51
C -2.12 -0.62 -5.62
O -2.69 -1.65 -6.37
C -4.13 -1.67 -6.37
N 0.02 -0.98 -6.84
H -0.05 1.28 -5.29
H 1.24 0.21 -4.74
H -0.07 0.45 -3.73
H -0.37 -1.78 -4.96
H -2.42 0.33 -6.05
H -2.49 -0.58 -4.60
H -4.54 -1.80 -5.37
H -4.42 -2.54 -6.96
H -4.61 -0.78 -6.75
H -0.32 -0.16 -7.32
H -0.40 -1.70 -7.40
C 7.35 2.63 -1.83
C 5.96 2.90 -2.41
C 4.86 2.93 -1.40
O 4.94 1.66 -0.72
C 3.64 1.43 -0.05
N 6.03 4.12 -3.16
H 7.97 2.42 -2.70
H 7.36 1.73 -1.21
H 7.70 3.39 -1.13
H 5.78 2.13 -3.15
H 3.91 3.11 -1.91
H 4.99 3.80 -0.75
H 3.56 0.41 0.34
H 2.76 1.61 -0.66
H 3.46 2.16 0.73
H 6.78 4.10 -3.83
H 5.25 4.14 -3.81
```

Mulliken population analysis, charges in e, atoms 1 to 4: atom 1 (Ba): 0.4266, atom 2 (C): 0.3530, atom 3 (F): -0.1986, atom 4 (F): -0.1955